Formula: C26H52Br14O6
Source: the Open Molecules 2025 dataset
Level of theory: ωB97M-V/def2-TZVPD

The geometry in XYZ format:
```
98
Properties=species:S:1:pos:R:3:lowdin_charge:R:1
C -5.967 -0.493 -0.806 -0.73
C 6.064 3.098 -3.204 -0.26
H -0.454 1.414 0.753 0.04
H 0.408 0.549 2.104 0.05
C -2.215 2.714 -4.608 -0.71
Br 2.859 -5.579 0.814 0.61
C 3.686 2.470 -6.033 0.02
Br -0.261 -1.112 0.183 0.51
H -3.717 -2.627 4.926 0.05
C 5.210 -2.317 -3.829 -0.68
H 2.488 0.488 1.090 0.05
H 3.066 9.117 0.979 0.05
Br -4.935 -5.372 5.243 0.62
H 4.852 -3.347 -3.857 0.05
C -2.974 3.305 -5.789 -0.64
H -2.786 -4.822 4.063 0.05
H -2.618 1.367 7.134 0.08
Br 1.930 2.958 1.068 0.58
H -2.893 2.566 8.357 0.10
Br -2.297 3.768 -2.970 0.61
H 0.795 7.979 0.953 0.06
H 7.299 -2.730 -4.368 0.05
C 2.175 9.739 1.066 -0.73
C 4.090 -5.189 2.294 -0.67
H -2.186 0.981 8.877 0.10
H 3.074 1.661 -5.636 0.09
C -4.248 -5.867 -1.284 -0.05
H -2.505 -5.300 5.742 0.05
Br 6.035 -2.652 -6.589 0.55
H -3.957 3.736 -5.598 0.06
C 7.597 3.063 -3.300 -0.06
Br -5.671 0.281 0.957 0.62
O 3.476 4.024 -4.202 0.09
Br 1.661 8.241 3.320 0.60
C -5.693 -6.467 -1.241 -0.21
H 2.349 -5.092 3.475 0.04
C 6.453 -2.115 -4.673 -0.64
H 6.728 -1.069 -4.544 0.05
H -2.386 4.200 -5.992 0.05
C 1.899 2.088 6.495 -0.06
C -0.881 2.295 8.037 -0.56
C 4.173 3.199 -4.775 -0.45
H 5.005 -4.685 1.984 0.06
H 1.945 0.981 -0.480 0.05
H -2.648 1.737 -4.389 0.05
C 0.287 0.663 1.027 -0.63
Br -3.005 2.170 -7.468 0.54
Br -6.665 -0.116 -3.583 0.59
H -5.677 -6.541 -5.549 0.09
C -3.058 -3.247 5.534 -0.69
H 8.006 2.056 -3.229 0.07
H 4.564 2.075 -6.545 0.08
C -6.146 -7.208 -4.826 0.02
H 0.811 3.718 5.676 0.12
H 3.226 3.255 -6.634 0.09
H 1.074 3.776 7.408 0.12
H 2.863 2.542 6.269 0.08
C -3.124 -4.684 5.090 -0.72
C 0.787 3.120 6.587 -0.22
H 2.545 10.557 1.684 0.05
H -1.157 2.551 -4.811 0.05
C 3.185 -4.423 3.271 -0.71
H 2.810 -3.550 2.738 0.04
H 1.691 1.276 5.798 0.07
O -5.899 -7.136 -2.453 -0.02
H -3.293 -3.127 6.592 0.05
O -0.510 2.595 6.827 0.03
H 5.708 2.506 -2.360 0.12
Br -1.226 -2.532 5.315 0.57
O 5.456 2.707 -4.410 -0.05
H 7.866 3.558 -4.233 0.08
H -5.007 -0.730 -1.264 0.04
C -6.728 0.449 -1.684 -0.68
H 8.107 3.641 -2.528 0.07
H 5.673 4.085 -2.957 0.11
C 1.055 8.853 1.550 -0.67
H -4.097 -5.169 -2.107 0.07
H -5.496 -8.052 -4.592 0.08
H -3.888 -5.434 -0.351 0.07
H 1.910 1.620 7.480 0.08
Br 1.721 10.605 -0.643 0.59
H -7.096 -7.587 -5.202 0.09
H -6.213 1.409 -1.726 0.04
H -6.323 -1.524 -0.787 0.06
H -6.494 -5.735 -1.136 0.12
H -7.757 0.513 -1.331 0.06
O -6.800 -5.331 -3.552 0.08
O -0.336 2.417 9.151 0.06
C -6.329 -6.459 -3.509 -0.53
C -2.243 1.733 8.090 0.01
H 4.458 -6.154 2.645 0.05
Br 4.186 -3.949 4.921 0.57
H -5.743 -7.196 -0.432 0.12
Br 5.578 -1.781 -1.933 0.56
C 1.705 1.050 0.581 -0.67
H -3.580 -6.698 -1.508 0.07
H 0.144 9.426 1.720 0.05
H 4.447 -1.744 -4.355 0.05
```

LUMO level: -0.029 eV
SMILES string: CCOC(C)=O.CCOC(C)=O.CCOC(C)=O.BrCCBr.BrCCBr.BrCCBr.BrCCBr.BrCCBr.BrCCBr.BrCCBr
HOMO level: -10.1 eV
Electronic energy: -1020684.35577 eV
Relative energy (zero: lowest compared OMol25 entry of this formula, charge and spin): 18.8 kJ/mol
Strongest force on any atom: 4.026 eV Å⁻¹
2S+1: 1
Orbital gap: 10.08 eV